{
  "formula": "C15H22N2O4",
  "method": "wB97M-V/def2-TZVPD",
  "orbital_gap_ev": 9.216,
  "homo_ev": -9.77,
  "energy_ev": -27079.945,
  "total_charge": 0,
  "fmax_ev_per_a": 1.47,
  "symbols": ["O", "O", "O", "O", "N", "N", "C", "C", "C", "C", "C", "C", "C", "C", "C", "C", "C", "C", "C", "C", "C", "H", "H", "H", "H", "H", "H", "H", "H", "H", "H", "H", "H", "H", "H", "H", "H", "H", "H", "H", "H", "H", "H"],
  "coordinates": [[-3.07465, -0.33375, -0.01517], [5.76622, -1.57478, -0.48158], [0.61836, 3.08663, 0.28825], [4.47306, -2.88562, 0.61536], [4.71087, -1.83302, 0.05756], [-0.78680, 1.45478, -0.39363], [2.37360, -1.30667, 0.31102], [-4.34442, -0.35451, -0.63972], [-7.66913, -2.26502, -0.02840], [-5.35494, -1.26344, 0.06339], [3.90547, 0.50438, -0.24049], [2.80449, 1.35371, -0.23290], [1.51415, 0.90326, 0.00910], [3.66061, -0.84790, 0.03355], [5.25987, 1.06367, -0.51382], [-6.65816, -1.36226, -0.72456], [-1.98309, 2.25968, -0.38829], [0.41420, 1.92341, -0.00147], [1.30022, -0.44431, 0.29463], [-2.96900, 0.47431, 1.13920], [-2.86375, 1.97968, 0.83903], [-8.58814, -2.32519, -0.60615], [-1.67490, 3.30720, -0.39132], [-3.85072, 2.40857, 0.66134], [-6.44756, -1.75359, -1.72223], [2.24098, -2.35481, 0.53370], [-4.75174, 0.66086, -0.72612], [-2.43887, 2.46439, 1.71815], [-7.90995, -1.87965, 0.95994], [-7.08454, -0.36338, -0.84438], [-0.92413, 0.47538, -0.58791], [2.94104, 2.40892, -0.41823], [5.62374, 0.71593, -1.47974], [-4.91235, -2.25521, 0.17522], [5.22278, 2.14979, -0.51879], [-7.26810, -3.26959, 0.08458], [-2.54149, 2.04435, -1.30330], [-2.05180, 0.13750, 1.63068], [-4.15305, -0.73559, -1.64737], [0.31496, -0.82051, 0.52456], [-3.80360, 0.29446, 1.82681], [-5.56810, -0.87821, 1.06295], [5.98229, 0.73178, 0.22950]]
}

{
  "formula": "C2H3N2O2S",
  "method": "wB97M-V/def2-TZVPD",
  "orbital_gap_ev": 6.375,
  "homo_ev": -2.59,
  "energy_ev": -20031.568,
  "total_charge": -1,
  "fmax_ev_per_a": 5.59,
  "symbols": ["S", "O", "O", "N", "N", "C", "C", "H", "H", "H"],
  "coordinates": [[-0.56971, -2.24563, -0.07656], [3.21720, 0.26935, 0.00554], [-2.39055, -0.38606, 0.12299], [2.04058, -0.20076, 0.09213], [1.12732, 0.70551, -0.05829], [-0.23600, 0.58905, -0.01293], [-1.04262, -0.65192, 0.01955], [-2.82115, -1.25355, 0.12618], [-0.79650, 1.50690, 0.00580], [1.47143, 1.66711, -0.22439]]
}

{
  "formula": "C2H12O3S2",
  "method": "wB97M-V/def2-TZVPD",
  "orbital_gap_ev": 7.923,
  "homo_ev": -7.62,
  "energy_ev": -30080.837,
  "total_charge": 0,
  "fmax_ev_per_a": 5.59,
  "symbols": ["S", "S", "O", "O", "O", "C", "C", "H", "H", "H", "H", "H", "H", "H", "H", "H", "H", "H", "H"],
  "coordinates": [[0.95489, -2.01470, 0.67901], [-0.07429, -1.30487, 2.27690], [-1.88280, 0.18207, -1.60984], [1.25859, 3.11958, -0.16926], [-2.19281, -2.81698, -1.50806], [-0.25083, 0.50154, 1.92016], [1.76708, -0.46410, 0.02143], [1.22104, 0.31895, -0.27811], [0.67871, 0.98295, 2.27995], [2.55811, -0.14168, 0.78784], [-1.76072, -0.78366, -1.70497], [2.02254, 2.99863, -0.79102], [-0.40310, 0.67982, 0.83192], [-1.11810, 0.78932, 2.51929], [-0.95767, 0.53700, -1.72936], [-2.05729, -3.29714, -0.71418], [-3.12165, -2.54805, -1.55888], [1.08615, 4.07232, -0.38313], [2.27215, -0.81101, -0.86969]]
}

Question: Number 3 is which compound?
Answer: C2H12O3S2

What did the third record say?
{
  "formula": "C2H12O3S2",
  "method": "wB97M-V/def2-TZVPD",
  "orbital_gap_ev": 7.923,
  "homo_ev": -7.62,
  "energy_ev": -30080.837,
  "total_charge": 0,
  "fmax_ev_per_a": 5.59,
  "symbols": ["S", "S", "O", "O", "O", "C", "C", "H", "H", "H", "H", "H", "H", "H", "H", "H", "H", "H", "H"],
  "coordinates": [[0.95489, -2.01470, 0.67901], [-0.07429, -1.30487, 2.27690], [-1.88280, 0.18207, -1.60984], [1.25859, 3.11958, -0.16926], [-2.19281, -2.81698, -1.50806], [-0.25083, 0.50154, 1.92016], [1.76708, -0.46410, 0.02143], [1.22104, 0.31895, -0.27811], [0.67871, 0.98295, 2.27995], [2.55811, -0.14168, 0.78784], [-1.76072, -0.78366, -1.70497], [2.02254, 2.99863, -0.79102], [-0.40310, 0.67982, 0.83192], [-1.11810, 0.78932, 2.51929], [-0.95767, 0.53700, -1.72936], [-2.05729, -3.29714, -0.71418], [-3.12165, -2.54805, -1.55888], [1.08615, 4.07232, -0.38313], [2.27215, -0.81101, -0.86969]]
}